1.
This record from the OMol25 dataset describes a cluster of 5 separate species, C25H62BNO11 in total. The level of theory is wB97M-V/def2-TZVPD.

Computed properties:
SMILES ... CCC[C@H](C)N(CCOC)CB(O)O.COCCOC.COCCOC.COCCOC.COCCOC
HOMO-LUMO gap ... 8.29 eV
Largest force on an atom ... 2.36 eV Å⁻¹

XYZ file:
```
100
C25H62BNO11, DFT wB97M-V/def2-TZVPD
C -5.157 -0.216 1.463
C -6.211 0.674 0.706
C -5.636 1.112 -0.697
C -5.819 2.629 -0.976
C -5.933 2.790 -2.542
N -4.718 3.478 -0.546
C -3.829 2.906 0.449
C -2.786 3.882 1.041
O -2.020 4.582 0.082
C -1.079 3.721 -0.549
C -5.091 4.868 -0.326
B -5.969 5.183 0.977
O -6.435 6.515 1.163
O -6.299 4.263 1.978
H -4.159 -0.125 1.005
H -5.495 -1.261 1.400
H -5.043 0.117 2.504
H -6.420 1.590 1.285
H -7.171 0.149 0.591
H -4.619 0.736 -0.861
H -6.265 0.591 -1.439
H -6.819 2.912 -0.589
H -6.403 3.760 -2.780
H -4.950 2.702 -3.024
H -6.590 2.010 -2.959
H -3.236 2.111 -0.046
H -4.321 2.407 1.310
H -3.264 4.602 1.729
H -2.094 3.295 1.678
H -0.074 4.168 -0.534
H -1.384 3.581 -1.603
H -1.082 2.721 -0.091
H -4.232 5.566 -0.368
H -5.722 5.167 -1.189
H -5.792 7.088 0.756
H -6.381 4.793 2.770
C 1.362 -1.748 1.975
O 2.428 -0.835 2.176
C 2.644 0.011 1.052
C 2.066 1.395 1.283
O 0.645 1.360 1.347
C 0.160 1.438 2.676
H 1.129 -2.209 2.935
H 0.466 -1.245 1.600
H 1.664 -2.531 1.272
H 2.230 -0.437 0.144
H 3.726 0.100 0.921
H 2.330 2.031 0.433
H 2.485 1.845 2.187
H 0.293 2.452 3.069
H 0.660 0.723 3.334
H -0.906 1.209 2.661
C 7.990 -1.841 -1.479
O 7.628 -2.960 -0.688
C 6.707 -2.627 0.340
C 5.296 -3.043 -0.031
O 4.801 -2.278 -1.124
C 4.842 -2.990 -2.351
H 8.523 -2.208 -2.356
H 7.112 -1.281 -1.810
H 8.656 -1.181 -0.913
H 6.747 -1.557 0.568
H 7.012 -3.174 1.237
H 4.636 -2.846 0.820
H 5.254 -4.113 -0.254
H 4.070 -3.767 -2.363
H 5.820 -3.444 -2.526
H 4.637 -2.287 -3.158
C -2.560 -1.211 5.532
O -3.507 -1.753 4.627
C -3.522 -3.174 4.636
C -4.701 -3.711 5.426
O -4.576 -3.416 6.811
C -5.391 -2.329 7.213
H -2.750 -0.142 5.617
H -2.645 -1.664 6.523
H -1.545 -1.359 5.148
H -2.580 -3.570 5.030
H -3.617 -3.501 3.596
H -4.719 -4.801 5.332
H -5.643 -3.320 5.028
H -6.444 -2.630 7.228
H -5.268 -1.465 6.556
H -5.098 -2.042 8.223
C 5.245 -1.095 -7.665
O 6.532 -0.514 -7.541
C 6.936 -0.358 -6.188
C 7.921 -1.436 -5.777
O 7.305 -2.717 -5.745
C 7.624 -3.505 -6.879
H 5.098 -1.366 -8.709
H 5.149 -1.995 -7.051
H 4.475 -0.371 -7.378
H 6.068 -0.352 -5.522
H 7.428 0.616 -6.110
H 8.267 -1.225 -4.760
H 8.793 -1.439 -6.437
H 8.663 -3.848 -6.821
H 7.473 -2.955 -7.811
H 6.971 -4.377 -6.879
```



2.
This record from the OMol25 dataset describes a cluster of 5 separate species, C25H62Br2FNO18P4S in total. The level of theory is wB97M-V/def2-TZVPD.

Computed properties:
SMILES ... CCCCCCCCCCN([C@H](Br)[C@@H](C)Br)S(=O)(=O)F.COP(=O)(OC)OC.COP(=O)(OC)OC.COP(=O)(OC)OC.COP(=O)(OC)OC
HOMO-LUMO gap ... 7.29 eV
Largest force on an atom ... 8.47 eV Å⁻¹

XYZ file:
```
114
C25H62Br2FNO18P4S, DFT wB97M-V/def2-TZVPD
C 2.879 -5.486 2.291
C 2.770 -3.943 2.366
C 3.249 -3.353 1.010
C 2.115 -2.690 0.179
C 1.908 -3.294 -1.233
C 2.162 -2.323 -2.402
C 3.507 -1.564 -2.363
C 4.674 -2.342 -3.037
C 5.348 -3.203 -1.960
C 6.534 -4.029 -2.442
N 6.215 -4.926 -3.597
C 4.968 -5.679 -3.424
Br 4.744 -6.557 -1.674
C 4.685 -6.669 -4.601
C 4.779 -8.161 -4.263
Br 2.782 -6.379 -5.094
S 7.558 -5.879 -3.867
O 7.548 -6.400 -5.187
O 8.738 -5.156 -3.565
F 7.520 -7.103 -2.880
H 2.320 -5.793 1.399
H 2.518 -5.982 3.191
H 3.920 -5.747 2.082
H 3.520 -3.641 3.104
H 1.769 -3.617 2.641
H 3.741 -4.169 0.474
H 4.006 -2.580 1.184
H 2.241 -1.607 0.139
H 1.191 -2.873 0.734
H 2.491 -4.217 -1.344
H 0.861 -3.604 -1.313
H 1.367 -1.573 -2.376
H 2.111 -2.896 -3.334
H 3.360 -0.587 -2.833
H 3.829 -1.364 -1.335
H 5.368 -1.642 -3.512
H 4.206 -2.924 -3.839
H 5.744 -2.507 -1.213
H 4.574 -3.775 -1.454
H 7.293 -3.322 -2.775
H 6.970 -4.574 -1.599
H 4.166 -4.952 -3.477
H 5.236 -6.400 -5.494
H 3.871 -8.457 -3.743
H 5.683 -8.429 -3.723
H 4.772 -8.711 -5.208
C -3.006 1.685 2.227
O -1.591 1.420 2.097
P -0.895 1.593 0.572
O 0.271 0.717 0.904
O -0.628 3.182 0.770
C -0.023 3.647 1.978
O -0.615 1.705 -1.055
C 0.740 1.884 -1.452
H -3.277 1.581 3.274
H -3.240 2.701 1.899
H -3.582 0.968 1.642
H 0.600 2.883 2.445
H -0.801 3.959 2.674
H 0.592 4.515 1.750
H 1.310 0.970 -1.298
H 1.200 2.713 -0.914
H 0.725 2.114 -2.517
C -1.980 9.405 0.411
O -1.433 8.663 1.522
P 0.216 8.298 1.490
O 0.100 7.172 2.472
O 0.563 9.738 2.180
C -0.168 10.165 3.325
O 1.811 8.130 1.097
C 2.700 7.833 2.169
H -3.029 9.597 0.620
H -1.460 10.359 0.289
H -1.905 8.825 -0.508
H -0.559 9.321 3.893
H -0.991 10.814 3.022
H 0.509 10.739 3.956
H 2.559 6.812 2.515
H 2.569 8.534 2.992
H 3.710 7.932 1.772
C -5.384 4.424 6.131
O -5.753 4.019 4.796
P -7.276 3.312 4.574
O -6.890 2.633 3.297
O -7.934 4.795 4.354
C -7.304 5.722 3.474
O -8.814 2.727 4.731
C -9.578 2.625 3.534
H -4.409 4.902 6.079
H -6.109 5.137 6.534
H -5.316 3.557 6.788
H -6.724 5.216 2.702
H -6.655 6.391 4.039
H -8.086 6.316 3.004
H -9.209 1.815 2.909
H -9.568 3.564 2.982
H -10.600 2.398 3.835
C -4.139 -3.922 -5.013
O -3.026 -4.076 -4.107
P -2.921 -3.015 -2.826
O -1.479 -3.137 -2.504
O -3.881 -3.915 -1.872
C -3.542 -5.278 -1.635
O -3.399 -1.642 -2.092
C -2.877 -1.427 -0.785
H -4.085 -4.719 -5.749
H -5.088 -3.997 -4.475
H -4.082 -2.963 -5.528
H -2.470 -5.452 -1.732
H -4.081 -5.922 -2.332
H -3.854 -5.529 -0.623
H -1.816 -1.182 -0.832
H -3.038 -2.296 -0.149
H -3.412 -0.577 -0.358
```



3.
This record from the OMol25 dataset describes a cluster of 7 separate species, C25H62N8O9 in total. The level of theory is wB97M-V/def2-TZVPD.

Computed properties:
SMILES ... CC1(C)CCCC(C)(C)N1O.CC1(C)CCCC(C)(C)N1O.NC(N)=O.NC(N)=O.NC(N)=O.OCCO.OCCO
HOMO-LUMO gap ... 8.82 eV
Largest force on an atom ... 1.49 eV Å⁻¹

XYZ file:
```
104
C25H62N8O9, DFT wB97M-V/def2-TZVPD
C -2.341 -1.686 -2.643
C -3.582 -0.910 -3.059
C -3.647 -0.919 -4.601
C -5.031 -0.680 -5.200
C -6.110 -1.490 -4.504
C -6.096 -1.418 -2.972
N -4.731 -1.689 -2.566
O -4.701 -1.641 -1.130
C -6.778 -0.132 -2.497
C -6.967 -2.583 -2.496
C -3.526 0.525 -2.544
H -2.153 -1.581 -1.575
H -1.467 -1.445 -3.250
H -2.490 -2.757 -2.815
H -3.048 -0.063 -4.935
H -3.156 -1.811 -4.993
H -5.071 -0.983 -6.247
H -5.260 0.383 -5.105
H -6.093 -2.549 -4.789
H -7.086 -1.202 -4.915
H -6.195 0.756 -2.743
H -7.712 0.002 -3.043
H -6.967 -0.154 -1.426
H -7.167 -2.566 -1.426
H -7.904 -2.646 -3.058
H -6.516 -3.549 -2.757
H -3.578 0.502 -1.456
H -4.287 1.177 -2.971
H -2.595 0.993 -2.882
H -4.438 -2.533 -0.884
C 6.390 -0.177 -1.050
C 5.420 -0.064 0.119
C 6.147 -0.521 1.377
C 5.380 -0.162 2.654
C 5.174 1.339 2.743
C 4.479 1.905 1.508
N 5.137 1.362 0.310
O 4.580 1.929 -0.859
C 2.977 1.617 1.589
C 4.692 3.421 1.513
C 4.198 -0.956 -0.115
H 6.166 0.417 -1.933
H 6.629 -1.211 -1.297
H 7.340 0.275 -0.731
H 6.271 -1.609 1.366
H 7.154 -0.113 1.506
H 5.803 -0.617 3.549
H 4.383 -0.611 2.561
H 6.079 1.924 2.915
H 4.554 1.539 3.625
H 2.781 0.579 1.858
H 2.487 2.232 2.347
H 2.456 1.823 0.650
H 5.694 3.703 1.838
H 4.616 3.823 0.500
H 3.934 3.927 2.110
H 3.481 -0.955 0.702
H 4.498 -1.987 -0.303
H 3.622 -0.653 -0.998
H 3.715 1.512 -0.988
C 0.017 4.590 4.426
C -0.801 3.687 3.530
O -0.550 2.315 3.720
O 1.427 4.415 4.242
H -0.258 4.499 5.482
H -0.204 5.629 4.168
H -0.639 3.980 2.488
H -1.862 3.901 3.709
H 0.057 2.142 4.443
H 1.685 3.692 4.819
C -0.299 3.841 -1.803
C 0.986 3.087 -1.597
O 0.808 1.691 -1.887
O -1.346 3.305 -0.993
H -0.652 3.747 -2.839
H -0.159 4.897 -1.580
H 1.330 3.198 -0.571
H 1.737 3.493 -2.283
H 0.871 1.603 -2.843
H -1.336 2.346 -1.093
C -0.201 -0.577 0.894
O -0.666 -1.408 1.677
N 0.338 -0.945 -0.305
N -0.391 0.754 1.084
H 1.073 -0.365 -0.678
H 0.457 -1.934 -0.462
H -0.839 1.024 1.945
H -0.056 1.485 0.483
C 0.940 -4.873 -0.098
O 1.487 -3.945 -0.671
N 1.084 -6.166 -0.542
N 0.312 -4.725 1.110
H 0.573 -6.944 -0.168
H 1.678 -6.308 -1.336
H -0.263 -5.460 1.480
H 0.192 -3.782 1.443
C -0.936 -2.418 5.114
O -1.307 -3.081 6.054
N -1.551 -1.289 4.627
N 0.148 -2.727 4.317
H -1.230 -0.965 3.728
H -2.438 -1.038 5.020
H 0.882 -3.363 4.563
H 0.360 -2.053 3.600
```



4.
This record from the OMol25 dataset describes a cluster of 9 separate species, C25H63Br2N3O11 in total. The level of theory is wB97M-V/def2-TZVPD.

Computed properties:
HOMO-LUMO gap (alpha / beta) ... 2.76 / 6.53 eV
Charge ... -1
Largest force on an atom ... 6.00 eV Å⁻¹
2S+1 ... 2
Expectation value of S² ... 0.7535

XYZ file:
```
104
C25H63Br2N3O11, DFT wB97M-V/def2-TZVPD
C 3.099 1.312 -2.131
N 2.086 1.631 -3.181
O 1.852 2.786 -3.429
O 1.567 0.614 -3.715
H 3.950 1.934 -2.406
H 3.241 0.269 -1.846
H 2.796 1.821 -1.216
C -3.585 -3.187 3.245
N -2.518 -3.660 2.288
O -1.603 -2.841 1.997
O -2.670 -4.819 1.953
H -3.453 -3.815 4.126
H -4.545 -3.248 2.731
H -3.435 -2.141 3.509
C -1.778 5.125 -0.559
N -2.545 4.810 -1.812
O -3.722 4.902 -1.735
O -1.889 4.294 -2.754
H -1.770 4.266 0.112
H -2.237 5.947 -0.009
H -0.731 5.263 -0.829
Br -0.412 -3.055 -0.821
C -0.300 -1.084 -1.135
C -1.208 -0.314 -0.236
Br -0.687 1.573 -0.412
H -0.569 -0.945 -2.182
H 0.740 -0.817 -0.947
H -1.131 -0.474 0.839
H -2.251 -0.466 -0.514
C -2.147 0.963 -4.713
C -3.252 0.847 -3.685
O -4.079 -0.191 -4.251
C -5.081 -0.714 -3.368
C -5.949 -1.678 -4.140
H -1.797 -0.058 -4.864
H -2.511 1.230 -5.705
H -1.409 1.614 -4.243
H -2.983 0.518 -2.682
H -3.730 1.819 -3.563
H -4.778 -1.133 -2.409
H -5.730 0.121 -3.103
H -6.854 -1.925 -3.587
H -5.436 -2.623 -4.320
H -6.203 -1.312 -5.135
C 3.159 -2.851 -2.285
C 2.657 -3.522 -3.608
O 1.782 -2.582 -4.266
C 1.191 -3.046 -5.462
C 0.375 -1.810 -5.912
H 2.371 -2.260 -1.817
H 3.461 -3.670 -1.633
H 3.936 -2.146 -2.580
H 3.424 -3.810 -4.327
H 2.099 -4.436 -3.405
H 1.921 -3.429 -6.175
H 0.414 -3.784 -5.259
H -0.095 -2.026 -6.872
H 0.953 -0.886 -5.910
H -0.500 -1.731 -5.267
C -1.889 1.879 2.970
C -2.611 1.573 4.242
O -1.513 1.069 5.026
C -1.849 0.356 6.165
C -2.703 1.175 7.163
H -1.741 0.930 2.455
H -2.399 2.584 2.315
H -0.992 2.466 3.169
H -3.059 2.501 4.598
H -3.382 0.809 4.136
H -2.438 -0.482 5.790
H -0.943 -0.084 6.580
H -3.542 1.578 6.596
H -2.179 2.005 7.636
H -3.092 0.533 7.953
C 6.104 2.683 -0.489
C 5.278 1.774 0.415
O 4.175 2.601 0.684
C 3.274 1.924 1.511
C 1.923 2.682 1.572
H 7.168 2.446 -0.493
H 5.826 2.758 -1.541
H 6.124 3.683 -0.056
H 5.128 0.849 -0.141
H 5.928 1.659 1.283
H 3.089 0.979 1.000
H 3.641 1.772 2.526
H 1.079 2.108 1.955
H 1.719 2.800 0.508
H 2.098 3.600 2.133
C 1.489 -1.962 5.190
C 1.601 -0.651 4.287
O 2.421 -0.815 3.147
C 1.896 -1.606 2.083
C 3.053 -2.124 1.259
H 2.468 -2.275 5.553
H 0.815 -1.796 6.030
H 1.186 -2.835 4.612
H 0.619 -0.342 3.930
H 2.079 0.134 4.873
H 1.226 -2.424 2.348
H 1.305 -0.906 1.493
H 2.701 -2.687 0.395
H 3.710 -2.764 1.848
H 3.706 -1.329 0.899
```